ORCA calculation (ωB97M-V/def2-TZVPD) on an isolated molecule of C26H29N3O4 in a non-equilibrium geometry.

Geometry as ORCA input:
```
! RIJCOSX wB97M-V def2-TZVPD def2/J DEFGRID3
* xyz 0 1
C -6.98717 -4.28042 0.08705
O -6.02908 -3.28577 0.48191
C -6.25547 -1.88643 0.05613
C -7.36083 -1.59731 -0.80192
C -7.50515 -0.39705 -1.25183
C -6.71299 0.61681 -0.51440
C -5.73572 0.18169 0.46902
C -4.75300 1.52198 0.89485
N -4.11029 2.13615 -0.29268
C -3.22864 3.00272 0.15874
C -1.93395 2.90614 1.04669
C -1.04654 1.78134 0.16308
O 0.05306 1.73711 0.63535
C 1.25757 1.12846 0.26320
C 1.39036 0.81245 -1.10268
C 2.62306 0.68794 -1.61304
C 3.52475 0.09349 -0.61043
C 4.85210 -0.49084 -1.34200
O 5.24789 -0.05112 -2.39971
N 5.57323 -1.09024 -0.54583
C 6.81944 -1.79880 -0.70693
C 7.91047 -1.17227 -0.13013
C 8.10838 0.01595 -0.13822
C 9.07177 0.62643 0.65685
C 9.77703 -0.13146 1.64400
C 9.68690 -1.63053 1.51248
N 8.52107 -1.92089 0.69765
C 3.43617 0.21357 0.72325
C 2.21997 0.84692 1.08908
C -1.92295 0.67183 -0.26912
C -3.07808 1.29836 -1.09152
C -5.54120 -1.01649 0.50003
O -4.58259 -1.43445 1.36495
H -6.53591 -5.22219 0.73740
H -8.00993 -4.17692 0.22247
H -6.93966 -4.36552 -0.99702
H -8.08025 -2.17832 -1.17641
H -8.39332 0.10163 -1.71834
H -6.76028 1.68782 -0.88769
H -5.14941 1.99692 1.55806
H -3.97041 0.90955 1.77972
H -2.81256 3.84657 -0.70916
H -3.82303 3.70387 1.01918
H -1.42145 3.70611 1.15823
H -2.25101 2.23468 2.04868
H -0.82954 2.58702 -0.58664
H 0.63898 1.32502 -1.85654
H 2.78134 0.50121 -2.69301
H 5.19654 -1.56314 0.14221
H 6.86242 -2.81289 -0.96052
H 6.82351 -1.48793 -1.97714
H 7.44909 0.85571 -0.86488
H 9.53286 1.66526 0.62415
H 10.79841 0.04423 2.07740
H 10.28758 -2.42564 1.97739
H 4.21931 0.04369 1.37130
H 2.01388 0.82070 2.07358
H -1.42124 0.21306 -0.88835
H -2.12610 0.22266 0.57480
H -2.96299 1.81274 -1.80915
H -3.82233 0.32200 -1.42072
H -4.58407 -2.46319 1.54711
*
```

Properties
- Lowest unoccupied orbital energy: 0.6 eV
- HOMO-LUMO gap: 8.808 eV
- SMILES: COc1cccc(CN2CCC(Oc3ccc(C(=O)NCc4ccccn4)cc3)CC2)c1O
- HOMO: -8.25 eV

ORCA calculation (ωB97M-V/def2-TZVPD) on an isolated molecule of C26H29N5O5 in a non-equilibrium geometry.

Geometry as ORCA input:
```
! RIJCOSX wB97M-V def2-TZVPD def2/J DEFGRID3
* xyz 0 1
C -8.75584 0.25522 -2.82829
C -8.44736 0.79395 -1.43814
O -7.07439 0.61342 -1.10005
C -6.72291 -0.59389 -0.62541
O -7.50932 -1.49573 -0.45728
C -5.27848 -0.68337 -0.32667
C -4.40963 0.38674 -0.53603
C -3.07024 0.25354 -0.24708
C -2.56465 -0.94901 0.25823
N -1.19875 -1.00996 0.50022
C -0.47562 -1.99947 1.12475
O -0.99064 -2.99162 1.60621
C 0.97864 -1.74919 1.14664
C 1.77941 -2.42553 2.01077
C 1.29806 -3.40157 3.03109
N 3.14218 -2.23653 2.00936
C 3.73032 -1.54397 0.99390
N 5.00567 -1.42403 0.69652
C 4.98590 -0.65210 -0.42231
C 6.22055 -0.26557 -1.14781
C 6.30162 -0.96946 -2.50619
C 7.46621 -0.43631 -3.34040
O 7.35577 0.93854 -3.61808
N 3.77527 -0.31076 -0.80712
N 2.97009 -0.89021 0.10247
C 1.53851 -0.73009 0.16452
C 1.22936 0.70413 0.56343
C 1.38140 1.11580 1.87901
C 1.13485 2.42547 2.25066
C 0.73168 3.35470 1.29615
O 0.45628 4.65933 1.54507
C 0.59723 5.14345 2.85967
C 0.58906 2.94537 -0.03212
C 0.83995 1.63985 -0.39177
C -3.43331 -2.01991 0.46910
C -4.77341 -1.88067 0.17764
H -8.10808 0.72331 -3.56587
H -9.79176 0.46448 -3.07936
H -8.59762 -0.82013 -2.85034
H -8.61298 1.87250 -1.38781
H -9.06705 0.28549 -0.69178
H -4.79360 1.31652 -0.92477
H -2.39611 1.08430 -0.40818
H -0.70507 -0.15514 0.27731
H 0.35667 -3.07934 3.46609
H 1.10869 -4.36396 2.55784
H 2.04226 -3.53125 3.81455
H 3.73636 -2.78604 2.60936
H 6.22010 0.81387 -1.31219
H 7.07950 -0.53240 -0.53259
H 6.42680 -2.04363 -2.36226
H 5.36352 -0.80419 -3.04312
H 8.40644 -0.54819 -2.79551
H 7.53697 -1.01003 -4.27737
H 6.48979 1.10178 -4.00944
H 1.14509 -0.91423 -0.84675
H 1.69397 0.40375 2.62904
H 1.26314 2.70829 3.28313
H 1.62727 5.04343 3.21587
H 0.33379 6.19873 2.81362
H -0.08004 4.63186 3.55091
H 0.28534 3.67714 -0.76345
H 0.73884 1.33945 -1.42475
H -3.04903 -2.94565 0.86235
H -5.45665 -2.70130 0.33480
*
```

Properties
- Lowest unoccupied orbital energy: 0.4 eV
- HOMO-LUMO gap: 8.751 eV
- SMILES: CCOC(=O)c1ccc(NC(=O)C2=C(C)Nc3nc(CCCO)nn3[C@@H]2c2ccc(OC)cc2)cc1
- HOMO: -8.37 eV

ORCA calculation (ωB97M-V/def2-TZVPD) on a structure of composition C26H29O3Ti in a non-equilibrium geometry.

Geometry as ORCA input:
```
! RIJCOSX wB97M-V def2-TZVPD def2/J DEFGRID3
* xyz 3 1
Ti -0.56809 0.13409 0.91136
C 1.57000 2.76233 1.54497
C 0.67319 1.69131 2.09776
C -0.71435 1.99269 2.34561
C -1.23963 3.38514 2.12572
C -1.59528 0.98597 2.83084
C -3.05054 1.26955 3.06266
C -1.09050 -0.32105 3.09888
C -2.02975 -1.40693 3.54583
C 0.31321 -0.57967 2.99828
C 0.87186 -1.87951 3.50155
C 1.19325 0.40864 2.45074
C 2.65746 0.10166 2.31760
H 1.84108 3.44067 2.36152
H 1.07503 3.36233 0.78366
H 2.49389 2.37242 1.13389
H -1.97045 3.44296 1.31533
H -0.44878 4.09626 1.92369
H -1.75257 3.69898 3.03647
H -3.33002 2.27881 2.78765
H -3.26407 1.12313 4.12562
H -3.69378 0.58047 2.51403
H -2.12707 -1.34986 4.63629
H -1.66745 -2.40100 3.29877
H -3.02514 -1.28503 3.12864
H 1.03955 -2.61099 2.70395
H 0.20704 -2.33212 4.23001
H 1.83292 -1.69993 3.98038
H 2.84922 -0.96517 2.24941
H 3.18123 0.47544 3.20412
H 3.11472 0.58888 1.46061
O 0.48563 -0.09950 -0.63585
C -0.27432 -0.54570 -1.96674
C -1.75002 -0.59004 -1.54780
O -2.66587 -0.87314 -2.19036
O -1.91145 -0.21806 -0.09938
C 0.23418 -1.94320 -2.27398
C 1.26228 -2.53598 -1.53917
C 1.73014 -3.79921 -1.88091
C 1.16404 -4.48409 -2.94180
C 0.12536 -3.90490 -3.65822
C -0.33961 -2.64054 -3.33620
C -0.02362 0.56199 -2.97393
C 0.93923 1.54800 -2.75949
C 1.19139 2.50696 -3.73203
C 0.47139 2.49913 -4.91476
C -0.50619 1.53591 -5.11772
C -0.75789 0.56724 -4.15919
H 1.42431 -0.01820 -0.89308
H 1.75119 -2.04317 -0.70624
H 2.54134 -4.23998 -1.31797
H 1.52609 -5.46691 -3.21078
H -0.33179 -4.44115 -4.47883
H -1.15788 -2.23103 -3.90615
H 1.53693 1.60895 -1.85555
H 1.95320 3.25516 -3.56191
H 0.66486 3.24438 -5.67403
H -1.08606 1.53528 -6.03078
H -1.54305 -0.14866 -4.34300
*
```

Properties
- Lowest unoccupied orbital energy: -13.2 eV
- HOMO-LUMO gap: 4.283 eV
- HOMO: -17.48 eV

ORCA calculation (ωB97M-V/def2-TZVPD) on a structure of composition C26H30AuN5SSe2.

Geometry as ORCA input:
```
! RIJCOSX wB97M-V def2-TZVPD def2/J DEFGRID3
* xyz 4 3
Au -0.05132 -1.88344 -2.19108
Se -2.66753 3.70276 5.09909
Se -1.67792 5.35341 6.27778
C -2.62482 5.00724 7.92170
C -2.37763 5.83880 8.99909
C -3.08660 5.55475 10.16153
C -3.96752 4.48749 10.16735
C -4.12282 3.72562 9.01200
N -3.45361 3.98371 7.89105
C -1.94833 4.16019 3.35572
C -1.82909 5.46994 2.91127
C -1.35294 5.66005 1.62431
C -1.05640 4.54860 0.84989
C -1.24879 3.28581 1.38719
N -1.68318 3.08556 2.63260
H -1.67954 6.66332 8.94749
H -2.94822 6.16434 11.04403
H -4.53557 4.24208 11.05344
H -4.80524 2.88635 8.98236
H -2.11276 6.31067 3.52859
H -1.23223 6.66007 1.23030
H -0.69310 4.66206 -0.16206
H -1.05495 2.39031 0.80017
N 1.94647 -1.51416 -1.92274
S 3.13200 -2.60957 -1.95737
C 3.32668 -3.19542 -3.58712
C 3.09626 -2.35533 -4.68203
C 3.38010 -2.85416 -5.93809
C 3.86874 -4.15348 -6.08318
C 4.07892 -4.97477 -4.97847
C 3.79972 -4.50546 -3.70814
C 4.60949 -1.94130 -1.34122
C 5.67150 -1.63858 -2.20226
C 6.83063 -1.14616 -1.63896
C 6.92666 -0.98805 -0.25523
C 5.86723 -1.31686 0.58768
C 4.69588 -1.81508 0.05406
H 2.24605 -0.66354 -1.44488
H 2.74755 -1.34009 -4.54629
H 3.24431 -2.22656 -6.80849
H 4.09579 -4.52693 -7.07333
H 4.45985 -5.97839 -5.10883
H 3.95670 -5.13125 -2.83805
H 5.58665 -1.77599 -3.27158
H 7.66695 -0.88627 -2.27342
H 7.84931 -0.61639 0.17140
H 5.96955 -1.21024 1.65856
H 3.87992 -2.12166 0.69734
N -4.75740 -2.34846 -3.68371
C -4.50185 -1.70541 -2.34718
C -3.05135 -1.25712 -2.23765
N -2.09083 -2.37561 -2.46546
C -2.36266 -2.99938 -3.79558
C -3.79882 -3.48210 -3.93053
H -4.68455 -1.65338 -4.43316
H -5.72089 -2.69666 -3.72110
H -4.75746 -2.44831 -1.59082
H -5.17572 -0.85723 -2.23847
H -2.89230 -0.84433 -1.24332
H -2.82644 -0.47342 -2.96283
H -2.26106 -3.08469 -1.75019
H -1.69923 -3.85052 -3.93636
H -2.12268 -2.26181 -4.56311
H -4.03988 -4.25926 -3.20437
H -3.97967 -3.87631 -4.92932
*
```

Properties
- Lowest unoccupied orbital energy (alpha / beta): -9.8 / -13.4 eV
- HOMO-LUMO gap (alpha / beta): 6.551 / 3.262 eV
- HOMO (alpha / beta): -16.32 / -16.64 eV

Result set for DFT total energy: -40069.5925 -45121.8903 -56661.6999 -180079.7650 eV, one per record in the order listed.
Result set for relative energy (zero: lowest compared OMol25 entry of this formula, charge and spin): 589.04 66.75 22.09 74.64 kcal/mol, one per record in the order listed.